Record 1
Entry from OMol25: a molecular structure, H26HeO13 in a non-equilibrium geometry (ωB97M-V with the def2-TZVPD basis set).

Each line ends with the Mulliken charge.
CARTESIAN COORDINATES (ANGSTROEM)
He (-18.783, 9.255, 2.913)  0.02
O (-21.210, 8.864, 4.017)  -0.63
H (-20.782, 8.186, 4.539)  0.30
H (-21.926, 9.177, 4.570)  0.27
O (-20.886, 8.718, 1.255)  -0.68
H (-21.014, 8.702, 2.203)  0.36
H (-21.697, 9.092, 0.910)  0.28
O (-16.374, 11.290, 1.651)  -0.61
H (-15.571, 11.763, 1.433)  0.27
H (-16.617, 11.616, 2.518)  0.36
O (-18.098, 12.216, 3.512)  -0.70
H (-18.980, 12.134, 3.150)  0.42
H (-17.992, 11.441, 4.064)  0.32
O (-17.215, 7.192, 5.177)  -0.64
H (-16.892, 6.459, 4.654)  0.33
H (-18.157, 7.040, 5.247)  0.35
O (-16.021, 8.520, 2.752)  -0.70
H (-16.358, 9.380, 2.498)  0.36
H (-16.669, 8.183, 3.371)  0.35
O (-18.350, 8.831, -0.053)  -0.63
H (-19.203, 9.023, 0.337)  0.31
H (-17.966, 9.691, -0.225)  0.32
O (-17.730, 10.153, 5.610)  -0.58
H (-18.529, 9.831, 6.029)  0.27
H (-17.041, 9.998, 6.257)  0.27
O (-20.772, 11.633, 2.634)  -0.59
H (-21.656, 11.999, 2.644)  0.29
H (-20.865, 10.768, 3.032)  0.29
O (-20.020, 6.661, -0.490)  -0.67
H (-19.391, 7.380, -0.440)  0.45
H (-20.705, 6.897, 0.136)  0.33
O (-20.103, 6.767, 5.430)  -0.74
H (-19.966, 5.820, 5.410)  0.31
H (-20.566, 6.925, 6.253)  0.31
O (-16.232, 6.786, 0.798)  -0.65
H (-16.192, 7.605, 1.291)  0.42
H (-16.680, 7.018, -0.016)  0.28
O (-20.072, 11.770, -0.346)  -0.63
H (-19.903, 11.439, 0.536)  0.32
H (-19.916, 12.712, -0.282)  0.30

HOMO energy: -9.445 eV
frontier orbital gap: 8.607 eV
energy relative to the best compared isomer or geometry (same formula, charge and spin): 137.46 kJ/mol
LUMO energy: -0.838 eV
net charge: 0

Record 2
Entry from OMol25: a single C14H19N3OS molecule (ωB97M-V with the def2-TZVPD basis set).

Each line ends with the Mulliken charge.
CARTESIAN COORDINATES (ANGSTROEM)
O (0.799, -0.051, 0.949)  -0.67
C (0.224, -0.852, 0.242)  0.80
N (0.892, -1.671, -0.607)  -0.19
H (0.382, -2.226, -1.276)  0.27
C (2.314, -1.530, -0.852)  -0.97
C (2.565, -0.770, -2.113)  0.48
C (2.923, 0.548, -2.254)  -0.45
N (2.979, 0.772, -3.601)  0.23
C (3.259, 1.783, -4.480)  -0.36
C (3.145, 1.386, -5.760)  -0.33
S (2.679, -0.288, -5.918)  -0.18
C (2.646, -0.420, -4.199)  0.21
N (2.389, -1.363, -3.333)  -0.67
H (3.306, 1.971, -6.642)  0.43
H (3.532, 2.759, -4.124)  0.38
H (3.128, 1.302, -1.524)  0.49
H (2.760, -2.525, -0.924)  0.39
H (2.731, -0.986, -0.002)  0.31
C (-1.281, -1.079, 0.204)  -1.36
H (-1.647, -0.644, -0.731)  0.39
H (-1.461, -2.156, 0.162)  0.46
C (-2.067, -0.481, 1.378)  0.35
C (-2.002, 1.047, 1.393)  -0.79
C (-2.833, 1.608, 2.542)  -0.78
C (-2.344, 1.050, 3.875)  -0.54
C (-2.411, -0.473, 3.866)  -0.80
C (-1.578, -1.034, 2.718)  -0.78
H (-1.640, -2.126, 2.712)  0.33
H (-0.534, -0.753, 2.857)  0.28
H (-2.045, -0.869, 4.816)  0.35
H (-3.452, -0.790, 3.751)  0.35
H (-2.950, 1.447, 4.692)  0.31
H (-1.310, 1.362, 4.037)  0.32
H (-2.767, 2.698, 2.547)  0.35
H (-3.883, 1.338, 2.400)  0.34
H (-2.370, 1.441, 0.442)  0.35
H (-0.962, 1.353, 1.509)  0.25
H (-3.117, -0.777, 1.247)  0.44

HOMO energy: -8.441 eV
frontier orbital gap: 9.094 eV
energy relative to the best compared isomer or geometry (same formula, charge and spin): 64.86 kJ/mol
LUMO energy: 0.653 eV
net charge: 0

Record 3
Entry from OMol25: a single C7H7BrF3N molecule in a non-equilibrium geometry (ωB97M-V with the def2-TZVPD basis set).

Each line ends with the Mulliken charge.
CARTESIAN COORDINATES (ANGSTROEM)
C (0.830, -1.417, 1.470)  -0.33
C (-0.580, -1.533, 1.170)  -0.15
C (1.657, -0.763, 0.657)  -0.56
C (-1.154, -0.809, 0.215)  -0.46
C (1.192, -0.124, -0.614)  -1.01
C (-0.272, 0.328, -0.595)  0.85
C (-0.418, 1.634, 0.213)  0.84
N (-0.765, 0.483, -1.932)  -0.73
F (0.044, 1.570, 1.467)  -0.26
F (0.256, 2.634, -0.392)  -0.29
F (-1.696, 2.042, 0.292)  -0.27
Br (-2.970, -0.954, -0.237)  -0.13
H (1.185, -1.912, 2.359)  0.41
H (-1.157, -2.255, 1.731)  0.40
H (2.717, -0.720, 0.851)  0.39
H (1.829, 0.728, -0.860)  0.37
H (1.292, -0.860, -1.421)  0.35
H (-1.749, 0.731, -1.945)  0.29
H (-0.240, 1.196, -2.428)  0.30

HOMO energy: -8.714 eV
frontier orbital gap: 9.221 eV
energy relative to the best compared isomer or geometry (same formula, charge and spin): 0.00 kJ/mol
LUMO energy: 0.508 eV
net charge: 0

Record 4
Entry from OMol25: a molecular structure, C28H50BrN8O4S2SiW in a non-equilibrium geometry (ωB97M-V with the def2-TZVPD basis set).

Each line ends with the Mulliken charge.
CARTESIAN COORDINATES (ANGSTROEM)
W (0.522, -1.514, -0.048)  1.77
C (-1.296, -6.579, -3.320)  -1.27
C (-1.957, -5.491, -2.581)  0.95
N (-3.193, -5.413, -2.207)  -0.82
N (-3.330, -4.250, -1.547)  0.34
C (-2.173, -3.572, -1.498)  0.25
S (-1.901, -2.087, -0.739)  -0.60
N (-1.280, -4.357, -2.161)  0.39
N (0.023, -3.974, -2.399)  -0.60
H (-1.969, -7.424, -3.411)  0.36
H (-0.393, -6.899, -2.801)  0.32
H (-1.014, -6.254, -4.322)  0.32
H (-4.230, -3.965, -1.186)  0.18
H (0.248, -4.054, -3.389)  0.30
H (0.695, -4.532, -1.866)  0.19
C (2.872, 1.124, 1.968)  -1.05
C (3.329, -0.008, 1.132)  -0.20
N (2.580, -0.931, 0.531)  -0.10
C (3.458, -1.794, -0.105)  -0.15
C (4.746, -1.366, 0.116)  0.29
N (4.629, -0.247, 0.888)  0.02
C (6.126, -1.820, -0.291)  0.50
O (6.209, -2.909, -1.007)  -0.53
O (7.056, -1.156, 0.077)  -0.56
C (2.923, -3.036, -0.735)  0.69
O (3.665, -3.802, -1.328)  -0.83
O (1.668, -3.227, -0.526)  -0.76
H (1.786, 1.186, 1.992)  -0.13
H (3.272, 2.060, 1.579)  0.47
H (3.250, 1.011, 2.985)  0.44
H (5.434, 0.272, 1.224)  0.29
H (5.352, -3.354, -1.236)  0.42
C (-0.127, -1.872, 3.154)  -0.66
C (-0.260, -2.836, 4.368)  -0.89
N (0.172, -4.165, 4.004)  -0.12
C (-0.633, -4.672, 2.920)  -0.98
C (-0.494, -3.731, 1.693)  -0.07
N (0.435, -2.608, 1.994)  0.65
C (1.741, -3.183, 2.414)  -0.13
C (1.562, -4.154, 3.607)  -0.96
H (0.542, -1.042, 3.404)  0.31
H (-1.108, -1.465, 2.879)  0.51
H (-1.294, -2.897, 4.712)  0.28
H (0.363, -2.502, 5.198)  0.33
H (-1.672, -4.735, 3.251)  0.29
H (-0.291, -5.680, 2.679)  0.36
H (-1.477, -3.308, 1.448)  0.39
H (-0.094, -4.279, 0.831)  0.09
H (2.410, -2.361, 2.693)  0.34
H (2.163, -3.722, 1.562)  0.06
H (2.174, -3.847, 4.456)  0.32
H (1.855, -5.169, 3.331)  0.34
S (1.225, -0.465, -3.367)  -0.16
C (0.864, -0.826, -1.905)  0.17
C (-1.007, 4.280, 2.182)  -1.63
C (-1.964, 4.498, 1.000)  2.29
C (-3.313, 3.891, 1.406)  -1.91
C (-2.140, 6.009, 0.770)  -1.73
Si (-1.304, 3.697, -0.657)  -1.27
Br (-0.632, 0.642, 0.734)  -0.13
C (0.558, 3.998, -1.187)  2.54
C (1.447, 4.319, 0.022)  -1.86
C (1.151, 2.773, -1.893)  -1.62
C (0.611, 5.205, -2.138)  -1.79
C (-2.622, 3.112, -1.985)  2.46
C (-3.561, 4.294, -2.280)  -1.87
C (-2.004, 2.676, -3.320)  -1.87
C (-3.439, 1.923, -1.458)  -1.80
H (-1.520, 4.556, 3.099)  0.57
H (-0.120, 4.896, 2.110)  0.35
H (-0.722, 3.236, 2.257)  0.24
H (-3.653, 4.371, 2.320)  0.61
H (-3.203, 2.829, 1.600)  0.33
H (-4.083, 4.049, 0.658)  0.38
H (-2.513, 6.464, 1.685)  0.48
H (-2.851, 6.223, -0.023)  0.36
H (-1.197, 6.490, 0.522)  0.39
H (1.362, 3.556, 0.788)  0.14
H (1.199, 5.287, 0.448)  0.37
H (2.484, 4.368, -0.306)  0.65
H (1.139, 1.901, -1.242)  0.04
H (2.182, 2.979, -2.168)  0.52
H (0.614, 2.535, -2.804)  0.40
H (0.225, 6.103, -1.666)  0.44
H (0.053, 5.037, -3.053)  0.35
H (1.647, 5.393, -2.412)  0.49
H (-3.021, 5.131, -2.713)  0.45
H (-4.082, 4.647, -1.397)  0.35
H (-4.314, 3.979, -2.998)  0.51
H (-1.409, 3.460, -3.777)  0.37
H (-2.813, 2.444, -4.011)  0.59
H (-1.403, 1.778, -3.210)  0.27
H (-3.985, 2.161, -0.554)  0.26
H (-2.798, 1.071, -1.253)  0.34
H (-4.160, 1.623, -2.213)  0.54

spin multiplicity: 2
expectation value of S²: 0.77
HOMO energy (spin up / spin down): -13.035 / -12.830 eV
frontier orbital gap (spin up / spin down): 6.066 / 5.842 eV
energy relative to the best compared isomer or geometry (same formula, charge and spin): 101.96 kJ/mol
LUMO energy (spin up / spin down): -6.969 / -6.988 eV
net charge: +2